This record from the Open Molecules 2025 dataset describes a molecular structure, C20H24IN4O6RhS at a distorted geometry. The level of theory is ωB97M-V/def2-TZVPD.

```
57
Properties=species:S:1:pos:R:3:mulliken_charge:R:1
Rh 0.523 -0.229 -0.360 1.0684
C 5.224 -0.130 2.256 -0.8991
N 4.393 -0.297 1.060 0.1327
C 5.138 -0.579 -0.175 -0.9994
C 3.085 -0.320 1.074 0.9458
O 2.448 -0.660 0.030 -0.9710
C 2.339 0.014 2.354 -1.1456
O 0.956 0.162 2.091 -0.2445
C 0.388 1.437 2.353 -1.1589
C 0.453 2.281 1.085 1.1965
O 1.127 1.817 0.130 -0.9601
N -0.172 3.431 1.038 0.1298
C -0.154 4.243 -0.185 -1.0661
C -0.902 3.963 2.196 -0.9392
H 6.031 0.562 2.028 0.3289
H 5.663 -1.090 2.529 0.3372
H 4.662 0.250 3.101 0.3448
H 5.928 0.162 -0.275 0.3560
H 4.477 -0.530 -1.031 0.2928
H 5.588 -1.570 -0.122 0.3679
H 2.751 0.905 2.825 0.5205
H 2.454 -0.832 3.037 0.5078
H 0.907 1.942 3.170 0.6024
H -0.645 1.267 2.657 0.4624
H 0.294 3.678 -0.994 0.3250
H 0.413 5.157 -0.016 0.3694
H -1.179 4.502 -0.447 0.3920
H -1.628 3.242 2.570 0.3657
H -1.437 4.853 1.882 0.3561
H -0.222 4.241 3.002 0.3300
I 0.339 -5.686 1.581 0.1969
C -0.651 -3.911 1.204 -0.6592
C -2.009 -3.763 1.449 -0.0261
C -2.612 -2.539 1.203 -1.1876
C -1.856 -1.492 0.718 -0.4429
N -0.545 -1.652 0.492 0.6542
C 0.055 -2.831 0.708 -0.4114
H -2.591 -4.594 1.824 0.4490
H -3.666 -2.391 1.389 0.5040
H -2.281 -0.526 0.501 0.7612
H 1.107 -2.902 0.471 0.7184
O -0.982 -3.005 -2.049 -0.5528
C -1.194 -1.872 -2.368 0.5645
N -0.323 -0.782 -2.108 -0.3696
S -1.096 0.650 -2.262 1.5868
O -1.306 0.927 -0.794 -0.5452
O -0.365 1.637 -2.973 -0.6238
C -2.524 0.039 -3.037 0.4146
C -3.605 0.723 -3.563 -0.7246
C -4.615 -0.051 -4.121 -0.5923
C -4.525 -1.441 -4.147 -0.5161
C -3.428 -2.108 -3.610 -0.6952
C -2.422 -1.349 -3.045 0.2466
H -3.654 1.803 -3.553 0.4970
H -5.481 0.438 -4.545 0.4348
H -5.328 -2.014 -4.591 0.4364
H -3.349 -3.186 -3.634 0.5342
```

Gap between HOMO and LUMO, Eh: 0.256
Lowest unoccupied orbital energy, eV: -7.4
Net charge: +2

This record from the Open Molecules 2025 dataset describes a single C2H3N3S2 molecule at a distorted geometry. The level of theory is ωB97M-V/def2-TZVPD.

```
10
Properties=species:S:1:pos:R:3:mulliken_charge:R:1
C 0.322 -0.444 -0.017 0.5649
C 1.754 -0.932 0.071 0.2026
H -1.004 2.463 1.200 0.1786
H 1.484 1.548 -0.198 0.3625
H -2.331 -2.372 -0.686 0.1817
N 0.484 1.024 0.114 -0.3562
N -0.571 -1.484 -0.092 -0.3723
N 2.963 -0.706 -0.178 -0.4642
S -0.892 2.021 -0.207 -0.1736
S -2.208 -1.117 -0.007 -0.1240
```

Gap between HOMO and LUMO, Eh: 0.311
Lowest unoccupied orbital energy, eV: -0.3
SMILES: N#C/C(=N/S)NS

This record from the Open Molecules 2025 dataset describes a molecular structure, C36H29Cl2N2O5P2STc at a distorted geometry. The level of theory is ωB97M-V/def2-TZVPD.

```
78
Properties=species:S:1:pos:R:3:mulliken_charge:R:1
Tc -0.568 0.118 -0.313 0.8616
O -2.676 5.136 3.790 -0.4246
C -2.553 4.061 3.245 0.2816
C -3.343 2.805 3.469 0.0258
O -4.174 2.608 4.276 -0.4406
C -2.809 1.723 2.540 0.6349
C -1.714 2.308 1.801 -0.3919
O -1.031 1.669 1.004 0.4897
C -1.524 3.749 2.139 0.1215
O -0.723 4.531 1.627 -0.5974
O -3.188 0.577 2.593 -0.6286
Cl -2.936 -0.982 -0.154 -0.1519
C -2.735 -2.410 -1.217 0.8674
C -3.836 -3.268 -1.171 -1.2434
C -3.746 -4.363 -2.011 -0.3161
C -2.670 -4.651 -2.861 -0.9951
C -1.607 -3.776 -2.731 0.5654
Cl -0.156 -4.204 -3.666 -0.2193
C -1.582 -2.584 -1.965 0.1704
S -0.154 -1.519 -1.856 -0.2857
H -4.738 -3.035 -0.590 0.4653
H -4.623 -5.025 -2.033 0.3698
H -2.597 -5.558 -3.459 0.4388
N 1.082 1.942 -2.235 0.3976
P 1.534 1.162 -0.836 1.1344
C 2.030 2.363 0.340 0.5599
C 2.566 1.963 1.600 -0.9105
C 3.139 2.861 2.474 -1.0399
C 3.135 4.208 2.212 -0.6151
C 2.553 4.670 1.044 -0.6758
C 1.992 3.740 0.155 -0.4828
C 3.162 0.468 -1.329 0.8551
C 4.360 0.884 -0.806 -0.1704
C 5.557 0.297 -1.299 -0.8270
C 5.472 -0.573 -2.374 -0.4513
C 4.269 -0.965 -2.961 -0.9474
C 3.086 -0.420 -2.432 -0.7746
C -0.268 2.169 -2.548 0.2924
C -0.557 3.000 -3.611 -0.9886
C -1.839 3.230 -3.904 -0.3677
C -2.854 2.672 -3.148 -1.1047
C -2.508 1.825 -2.104 -0.7196
N -1.205 1.595 -1.849 0.6483
H 1.725 2.505 -2.792 0.3616
H 2.586 0.929 1.867 0.9028
H 3.548 2.607 3.407 0.5252
H 3.513 4.893 2.967 0.3738
H 2.414 5.713 0.831 0.4681
H 1.474 4.178 -0.763 0.1469
H 4.447 1.607 0.012 0.3547
H 6.530 0.619 -0.902 0.4117
H 6.380 -0.981 -2.775 0.3999
H 4.168 -1.643 -3.799 0.4568
H 2.157 -0.691 -2.867 0.3906
H 0.230 3.472 -4.244 0.3930
H -2.041 3.839 -4.746 0.4840
H -3.925 2.828 -3.340 0.4107
H -3.211 1.280 -1.513 0.6313
C 0.173 -0.496 3.141 -1.4521
P 0.207 -1.308 1.521 2.1500
C 1.930 -1.826 1.434 -1.7510
C -0.827 -2.794 1.738 0.6381
C -2.072 -2.770 2.302 -0.4475
C -2.795 -3.971 2.358 -0.8172
C -2.315 -5.145 1.776 -0.6128
C -1.085 -5.123 1.138 -0.7486
C -0.357 -3.935 1.113 -0.8126
H -0.845 -0.247 3.351 0.2900
H 0.807 0.371 3.186 0.3458
H 0.441 -1.228 3.940 0.4505
H 2.091 -2.732 1.967 0.6047
H 2.579 -1.058 1.876 0.3960
H 2.317 -2.037 0.449 0.4459
H -2.533 -1.878 2.653 0.4727
H -3.796 -4.010 2.745 0.4613
H -2.863 -6.058 1.861 0.4640
H -0.678 -5.952 0.626 0.4971
H 0.603 -3.961 0.636 0.3046
```

Gap between HOMO and LUMO (alpha / beta), Eh: 0.266 / 0.175
Lowest unoccupied orbital energy (alpha / beta), eV: -3.0 / -5.6
Net charge: +1
Spin multiplicity: 4

This record from the Open Molecules 2025 dataset describes a molecular structure, C21H22N2O4ReSSe2. The level of theory is ωB97M-V/def2-TZVPD.

```
53
Properties=species:S:1:pos:R:3:mulliken_charge:R:1
Re 0.146 -0.024 -0.054 1.1012
C -2.037 -2.038 1.718 -1.3532
C -1.347 -1.052 2.608 1.0772
C -1.613 -1.100 3.998 -0.9075
C -1.021 -0.223 4.849 -0.9059
C -0.141 0.753 4.336 0.9862
C 0.508 1.699 5.156 -0.8287
C 1.347 2.626 4.607 -0.6584
C 1.566 2.649 3.220 -0.5566
C 0.948 1.739 2.400 0.5747
S 1.199 1.794 0.654 -0.3791
C 0.082 0.759 2.942 -0.4060
N -0.517 -0.149 2.100 0.4051
H -2.472 -2.836 2.316 0.4401
H -1.340 -2.469 1.002 0.1721
H -2.831 -1.548 1.153 0.1858
H -2.293 -1.859 4.359 0.4751
H -1.209 -0.263 5.916 0.4055
H 0.329 1.673 6.224 0.3815
H 1.847 3.352 5.236 0.3818
H 2.224 3.392 2.787 0.4658
O 0.879 -2.632 -4.297 -0.5312
C 1.104 -2.896 -2.918 -0.9673
C 2.398 -2.213 -2.499 2.0779
C 3.547 -2.860 -3.301 -1.3438
O 4.826 -2.313 -3.012 -0.5353
C 2.696 -2.466 -1.020 -1.4103
Se 1.381 -1.979 0.364 -0.2098
C 2.383 -0.713 -2.818 -1.5789
Se 0.784 0.346 -2.366 -0.2063
H 0.012 -2.968 -4.538 0.3226
H 1.193 -3.977 -2.739 0.4511
H 0.283 -2.511 -2.309 0.2005
H 3.319 -2.787 -4.367 0.4624
H 3.613 -3.918 -3.039 0.4635
H 4.853 -1.408 -3.337 0.3621
H 3.627 -1.968 -0.756 0.5365
H 2.844 -3.534 -0.847 0.4808
H 2.495 -0.566 -3.893 0.4688
H 3.221 -0.231 -2.314 0.5198
O -3.941 -0.164 -0.384 -0.6978
C -2.902 0.413 -0.608 0.2425
O -1.723 -0.150 -0.547 -0.5535
C -2.879 1.853 -1.067 0.6267
C -4.068 2.493 -1.384 -0.7571
C -4.004 3.811 -1.808 -0.2760
C -2.766 4.428 -1.887 -0.6530
C -1.636 3.700 -1.538 -0.3446
N -1.690 2.436 -1.138 0.0757
H -5.000 1.954 -1.292 0.4611
H -4.906 4.348 -2.072 0.4187
H -2.670 5.455 -2.214 0.3936
H -0.647 4.144 -1.586 0.4441
```

Gap between HOMO and LUMO (alpha / beta), Eh: 0.241 / 0.242
Lowest unoccupied orbital energy (alpha / beta), eV: -0.7 / -0.7
Spin multiplicity: 2

This record from the Open Molecules 2025 dataset describes a molecular structure, C11H19N3P at a distorted geometry. The level of theory is ωB97M-V/def2-TZVPD.

```
34
Properties=species:S:1:pos:R:3:mulliken_charge:R:1
C 2.381 -1.776 0.458 -0.6872
C 2.642 0.168 -0.929 -0.7621
C 1.381 -1.133 1.102 -0.3041
C 1.747 0.880 -0.155 -0.3474
C 2.936 -1.148 -0.661 0.9983
C 0.981 0.210 0.870 0.1789
C -2.159 -0.352 0.906 -0.2960
C -0.980 -1.061 -2.218 -0.2275
C -1.504 -0.357 2.310 -0.7831
C -0.732 -0.033 -3.014 -0.6219
C -2.746 2.131 0.712 -0.9180
N -0.467 2.172 2.685 -0.8008
N 3.899 -1.802 -1.364 -0.4796
N -1.895 0.962 0.421 0.0903
P -0.322 0.901 1.793 0.5710
H 2.495 -2.838 0.753 0.2967
H 3.211 0.747 -1.678 0.3503
H 0.749 -1.489 1.936 0.2542
H 1.657 1.945 -0.287 0.4483
H -1.479 -1.074 0.278 -0.0102
H -3.191 -0.802 0.651 0.3925
H -1.726 -1.793 -2.574 0.2642
H -0.267 -1.215 -1.421 0.1446
H -2.127 0.076 3.101 0.4080
H -1.274 -1.460 2.569 0.3624
H 0.032 0.735 -2.943 0.2677
H -1.257 0.036 -3.951 0.2510
H -3.780 1.827 0.891 0.3578
H -2.416 2.877 1.495 0.3423
H -2.910 2.807 -0.217 0.3363
H 0.056 2.940 2.432 0.2361
H 4.245 -2.746 -1.293 0.1996
H 4.409 -1.376 -2.134 0.2019
H -1.591 1.042 -0.522 0.2853
```

Gap between HOMO and LUMO, Eh: 0.321
Lowest unoccupied orbital energy, eV: -3.1
Net charge: +1

This record from the Open Molecules 2025 dataset describes a molecular structure, C5H11NO3 at a distorted geometry. The level of theory is ωB97M-V/def2-TZVPD.

```
20
Properties=species:S:1:pos:R:3:mulliken_charge:R:1
C 0.808 0.443 -0.395 0.5987
C 0.410 -0.876 0.222 -0.0988
C 0.993 1.638 0.453 -1.4274
C -1.333 0.602 -1.029 -1.2888
C -1.087 -0.579 0.510 0.5617
N 1.229 -1.188 1.386 -0.7331
O 1.449 0.481 -1.552 -0.4465
O -1.931 -1.671 0.163 -0.5455
O -1.349 0.015 1.575 -0.7179
H 1.547 -0.413 -1.918 0.3852
H -1.785 -1.932 -0.756 0.3216
H 0.518 -1.662 -0.534 0.4331
H 1.252 -2.189 1.542 0.2808
H 0.764 -0.774 2.194 0.3279
H 1.127 2.535 -0.151 0.4293
H 0.150 1.710 1.146 0.3529
H 1.893 1.473 1.057 0.3998
H -1.029 1.638 -1.186 0.3983
H -2.383 0.688 -0.750 0.4391
H -1.244 0.060 -1.977 0.3294
```

Gap between HOMO and LUMO, Eh: 0.304
Lowest unoccupied orbital energy, eV: 0.0